18
Properties=species:S:1:pos:R:3:mulliken_charge:R:1 method="wB97M-V/def2-TZVPD" e_above_lowest_ev=5.232 gap_ev=8.78 total_energy_ha=-326.93908 lumo_energy_ev=0.7
C -1.1079 0.4173 0.2567 0.370
C 0.9991 -0.2152 -1.1882 -0.660
C -1.0327 0.1097 -1.2023 -0.945
N -1.3616 -0.7584 1.0919 -0.681
C 0.3070 0.9899 0.4780 -0.496
C 1.0527 0.6568 1.5871 -0.980
O 1.1943 -1.5031 -0.6730 -0.520
H 1.4874 -1.3992 0.2495 0.387
H -1.8428 1.1901 0.5051 0.433
H -2.3352 -1.0330 0.9962 0.251
H -0.8095 -1.5399 0.7436 0.266
H 0.9059 -0.3185 -2.2672 0.397
H 1.9004 0.4022 -1.1237 0.330
H -1.4325 -0.8419 -1.5404 0.384
H -1.1093 0.9548 -1.8827 0.382
H 0.4487 1.9329 -0.0424 0.411
H 0.6195 0.0846 2.3966 0.342
H 2.1167 0.8703 1.6151 0.328